1.
Here is a gas-phase ion, C2H4NO2 (charge +1) in a non-equilibrium geometry from OMol25. Energies are from ωB97M-V/def2-TZVPD.

The geometry in XYZ format:
```
9
Properties=species:S:1:pos:R:3:forces:R:3:nbo_charge:R:1
H 0.6150 -0.9368 0.8421 0.398 -0.955 1.032 0.453
O 3.2576 -0.9550 -0.8160 -2.950 2.648 0.463 -0.415
C 2.2835 -0.2368 -0.7235 1.994 -3.407 -1.005 0.771
C 0.8103 0.0065 -0.8669 1.427 -0.507 -0.614 0.064
O 1.7978 0.8976 -0.2947 0.521 1.233 0.733 -0.388
H -0.8537 -1.1202 0.0793 0.744 0.630 -0.356 0.485
H -0.3397 0.3880 0.7894 -0.002 -1.447 -0.844 0.472
H 0.4031 0.3947 -1.7777 -0.854 -0.122 -0.126 0.256
N -0.0360 -0.4858 0.2367 -1.277 1.928 0.716 -0.699
```
Positions in Å, forces in eV/Å.

Computed properties:
**Frontier orbital gap**: 11.29 eV
**LUMO energy**: -4.557 eV
**Calculated total energy**: -7714.25771 eV
**SMILES**: [NH3+][C@H]1OC1=O
**HOMO level**: -15.8446 eV
**Net charge**: +1

***

2.
Here is a molecular structure, C2H4BrClN3 in a non-equilibrium geometry from OMol25. Energies are from ωB97M-V/def2-TZVPD.

The geometry in XYZ format:
```
11
Properties=species:S:1:pos:R:3:forces:R:3:nbo_charge:R:1
C -0.0120 2.8783 2.3085 1.211 -0.611 -1.001 0.195
H -1.4082 -0.9498 -0.9970 -0.107 0.994 -0.542 0.220
C -0.6902 -0.4922 -0.3216 3.007 0.443 0.088 0.078
N 0.8078 2.1662 1.8097 -1.467 0.772 1.752 -0.082
N 1.4815 1.1381 1.5902 0.217 -0.409 -0.685 -0.369
H 0.2882 0.9728 -1.3074 -0.192 0.029 -0.884 0.401
H 1.0749 0.6297 0.5715 -0.089 -0.076 -0.435 0.428
H -0.5862 -1.0695 0.5960 -0.212 0.257 0.208 0.190
Br -0.6156 4.5372 2.1577 -0.358 0.662 0.137 0.335
Cl 2.9063 0.9611 2.4734 0.327 -0.082 0.129 0.236
N 0.2625 0.3924 -0.4930 -2.336 -1.979 1.235 -0.632
```
Positions in Å, forces in eV/Å.

Computed properties:
**Frontier orbital gap**: 8.76 eV
**LUMO energy**: -4.772 eV
**Calculated total energy**: -89161.94985 eV
**HOMO level**: -13.5308 eV
**Net charge**: +1

***

3.
Here is 5 unconnected molecules or ions with the total composition H10O5 from OMol25. Energies are from ωB97M-V/def2-TZVPD.

The geometry in XYZ format:
```
15
Properties=species:S:1:pos:R:3:forces:R:3:nbo_charge:R:1
O 1.2410 -1.6052 -2.7510 -0.050 -0.086 0.048 -0.944
H 0.9080 -0.1519 0.7897 -0.029 -0.087 -0.046 0.487
O 0.6531 -0.0552 -0.1360 0.017 0.018 0.158 -0.979
H -1.5797 -0.1893 2.2939 -0.222 -0.116 0.069 0.480
H -3.1449 0.0853 0.1320 0.059 -0.090 0.040 0.494
O -2.3360 0.4607 0.4966 0.131 0.237 -0.032 -0.967
H 1.1799 -1.4619 -1.7976 0.000 0.119 -0.072 0.483
H -1.7839 -0.0427 3.8077 0.017 -0.016 -0.008 0.465
H -2.5157 1.4032 0.5929 -0.023 -0.034 -0.051 0.485
H 3.1583 1.8551 -1.4234 -0.003 -0.023 -0.022 0.461
O 3.2664 0.9557 -1.1030 -0.056 0.006 0.156 -0.955
H -0.2818 0.1896 -0.1112 -0.050 -0.061 -0.024 0.498
O -1.4899 -0.6614 3.1330 0.141 0.073 -0.057 -0.952
H 0.3494 -1.4545 -3.0768 0.012 -0.011 0.008 0.458
H 2.3758 0.6729 -0.8469 0.055 0.070 -0.166 0.485
```
Positions in Å, forces in eV/Å.

Computed properties:
**Frontier orbital gap**: 10.59 eV
**LUMO energy**: -0.123 eV
**Calculated total energy**: -10399.94489 eV
**SMILES**: O.O.O.O.O
**HOMO level**: -10.7090 eV